Record 1
# C32H73OP2

A 3-piece molecular cluster, C32H73OP2 overall at a distorted geometry (ωB97M-V/def2-TZVPD, the Open Molecules 2025 dataset).

XYZ file:
```
108
Properties=species:S:1:pos:R:3:mulliken_charge:R:1
O 0.43 -1.13 0.07 -0.54
H 0.31 -1.82 0.72 -0.21
C -1.34 0.47 -6.24 -1.44
C -0.30 -0.34 -5.41 -0.37
C -0.32 0.15 -3.98 -0.31
C 0.64 -0.61 -3.06 -1.41
P 1.78 0.41 -2.11 -0.33
C 2.67 1.36 -3.38 -1.12
C 3.42 0.63 -4.52 -0.82
C 3.67 1.61 -5.68 -0.54
C 4.62 1.04 -6.71 -1.34
C 3.08 -0.63 -1.35 -1.18
C 4.27 0.17 -0.79 -0.19
C 5.03 -0.65 0.27 -0.88
C 4.43 -0.69 1.68 -0.99
C 1.10 1.66 -0.93 1.39
C 1.77 3.04 -0.90 -0.84
C 1.76 3.62 0.51 -0.77
C 0.36 3.91 1.08 -0.95
H -0.99 1.50 -6.16 0.33
H -2.33 0.38 -5.80 0.34
H -1.34 0.24 -7.31 0.41
H 0.68 -0.19 -5.87 0.21
H -0.60 -1.38 -5.52 0.36
H -1.33 0.00 -3.57 0.22
H -0.18 1.23 -4.01 0.40
H 1.23 -1.36 -3.60 0.75
H 0.15 -1.19 -2.26 0.70
H 3.37 2.00 -2.85 0.91
H 1.88 1.99 -3.79 0.46
H 2.83 -0.19 -4.94 0.44
H 4.37 0.24 -4.17 0.34
H 3.93 2.60 -5.30 0.42
H 2.71 1.83 -6.16 0.28
H 4.72 1.74 -7.54 0.41
H 4.25 0.11 -7.14 0.32
H 5.63 0.89 -6.30 0.34
H 3.47 -1.20 -2.20 0.76
H 2.56 -1.25 -0.62 0.52
H 3.93 1.14 -0.41 0.21
H 4.96 0.23 -1.64 0.15
H 5.98 -0.12 0.33 0.42
H 5.22 -1.63 -0.18 0.38
H 4.28 0.32 2.04 0.25
H 5.14 -1.29 2.26 0.44
H 3.50 -1.26 1.65 0.16
H 1.13 1.18 0.05 -0.50
H 0.07 1.76 -1.29 -0.04
H 1.24 3.77 -1.52 0.47
H 2.80 3.08 -1.26 0.40
H 2.32 4.56 0.50 0.49
H 2.39 3.09 1.24 0.22
H -0.17 4.53 0.35 0.34
H 0.47 4.45 2.02 0.43
H -0.32 3.07 1.25 0.02
C -3.17 2.74 -1.57 -1.31
C -3.24 1.31 -1.05 -0.45
C -2.65 1.19 0.39 0.14
C -2.66 -0.28 0.78 -0.83
P -1.96 -0.52 2.46 0.29
C -1.40 -2.23 2.68 -2.16
C -1.95 -3.33 1.78 -0.79
C -1.48 -4.71 2.26 -0.61
C -2.08 -5.89 1.55 -1.39
C -0.56 0.60 2.81 0.32
C 0.23 0.14 4.03 -0.85
C 1.25 1.17 4.49 -0.52
C 0.72 2.41 5.23 -1.21
C -3.31 -0.18 3.64 -1.00
C -4.50 -1.19 3.73 -0.81
C -4.20 -2.51 4.45 0.34
C -5.47 -3.36 4.45 -1.48
H -2.19 3.04 -1.95 0.20
H -3.52 3.47 -0.84 0.35
H -3.82 2.84 -2.44 0.42
H -2.77 0.63 -1.76 0.13
H -4.26 0.92 -0.92 0.56
H -3.28 1.81 1.03 0.51
H -1.67 1.64 0.30 -0.62
H -1.94 -0.80 0.13 0.38
H -3.64 -0.74 0.67 0.85
H -1.40 -2.44 3.74 1.01
H -0.34 -2.18 2.40 1.23
H -1.70 -3.24 0.72 0.75
H -3.05 -3.37 1.76 0.27
H -1.72 -4.72 3.33 0.31
H -0.39 -4.67 2.20 0.37
H -3.13 -5.98 1.82 0.33
H -1.54 -6.81 1.78 0.39
H -2.13 -5.79 0.46 0.33
H -0.92 1.63 2.85 0.68
H 0.06 0.51 1.91 -0.37
H 0.65 -0.85 3.93 0.40
H -0.44 -0.06 4.89 0.33
H 1.79 1.41 3.56 0.05
H 2.05 0.70 5.07 0.47
H 0.01 2.89 4.55 0.26
H 1.52 3.06 5.55 0.39
H 0.17 2.02 6.09 0.32
H -3.73 0.76 3.24 0.47
H -2.89 -0.01 4.63 0.66
H -4.71 -1.38 2.67 0.24
H -5.35 -0.70 4.22 0.51
H -3.87 -2.25 5.46 0.34
H -3.42 -2.99 3.87 -0.24
H -5.25 -4.26 5.03 0.40
H -5.77 -3.65 3.44 0.35
H -6.29 -2.85 4.95 0.39
```

Calculated values
Relative energy (zero: lowest compared OMol25 entry of this formula, charge and spin), kcal/mol: 0.0
E, eV: -54987.979
Lowest unoccupied orbital energy, eV: -1.410
Highest occupied orbital energy, eV: -10.21
Net charge: +1
Largest force on an atom, hartree/bohr: 0.037
Frontier orbital gap, Ha: 0.324
Spin multiplicity: 1

***

Record 2
# C4H12N4

C4H12N4 as an isolated structure at a distorted geometry (ωB97M-V/def2-TZVPD, the Open Molecules 2025 dataset).

XYZ file:
```
20
Properties=species:S:1:pos:R:3:mulliken_charge:R:1
C -2.00 -1.59 -1.59 0.07
C -0.19 -2.81 -2.79 -0.13
C 1.96 1.14 1.87 -1.18
C 0.92 1.59 0.83 -0.38
N -1.00 -2.00 -2.24 -0.01
N -2.07 -0.37 -1.02 0.03
N -0.91 0.41 -1.03 -0.37
N -0.07 0.41 0.64 -0.26
H -2.93 -2.17 -1.85 0.38
H 0.53 -3.36 -2.20 0.30
H -0.04 -2.70 -3.88 0.29
H 1.43 0.67 2.58 0.43
H 2.63 0.26 1.53 0.34
H 2.46 2.01 2.12 0.36
H 1.36 1.88 -0.06 0.39
H 0.43 2.46 1.23 0.38
H -3.06 -0.01 -0.91 0.30
H -1.17 1.35 -1.07 0.32
H -0.85 0.33 1.33 0.38
H 0.51 -0.41 0.45 0.36
```

Calculated values
Relative energy (zero: lowest compared OMol25 entry of this formula, charge and spin), kcal/mol: 107.5
E, eV: -10281.236
Lowest unoccupied orbital energy, eV: -9.300
Highest occupied orbital energy, eV: -18.93
Net charge: +2
Largest force on an atom, hartree/bohr: 0.086
Frontier orbital gap, Ha: 0.354
Spin multiplicity: 1

***

Record 3
# C4H9N2O

A 2-piece molecular cluster, C4H9N2O overall at a distorted geometry (ωB97M-V/def2-TZVPD, the Open Molecules 2025 dataset).

XYZ file:
```
16
Properties=species:S:1:pos:R:3:mulliken_charge:R:1
C -0.26 1.76 -2.30 -0.99
C -0.20 0.73 -1.21 0.32
C 0.39 0.54 0.13 -0.35
N 0.11 -0.81 0.47 0.07
C -0.43 -1.45 -0.53 -0.21
N -0.55 -0.66 -1.58 -0.10
H 0.46 1.73 -3.21 0.31
H -1.32 1.66 -2.78 0.33
H -0.33 2.84 -1.80 0.30
H 0.89 1.20 0.89 0.32
H 0.21 -1.06 1.40 0.20
H -0.61 -2.44 -0.46 0.48
H -0.49 -1.03 -2.54 0.32
H 1.58 -0.12 3.63 0.33
H 0.26 0.53 4.28 0.34
O 0.67 -0.31 3.98 -0.67
```

Calculated values
Relative energy (zero: lowest compared OMol25 entry of this formula, charge and spin), kcal/mol: 40.6
E, eV: -9314.254
Lowest unoccupied orbital energy, eV: -3.456
Highest occupied orbital energy, eV: -14.03
Net charge: +1
Largest force on an atom, hartree/bohr: 0.093
Frontier orbital gap, Ha: 0.389
Spin multiplicity: 1